i | Molecular formula: C5H12NO2
Method: DFT, wB97M-V/def2-TZVPD

```
20
C5H12NO2 wB97M-V/def2-TZVPD
N 1.3939 0.0927 3.1898
H -1.8129 0.7928 -2.5617
O -2.7495 0.9551 -2.0588
C 0.2569 -0.1801 -1.9908
C 1.2654 -1.1589 2.9140
H -0.6910 -0.1094 2.3483
H 0.4942 -1.8091 3.3937
H 1.3572 -0.0781 -2.1720
H 1.6647 -0.8023 0.4671
H 1.9205 -1.7334 2.2370
H -0.9535 0.6422 -0.3274
H 0.1085 -1.2871 -1.8957
H 0.5785 1.4043 -0.6327
O -0.4527 0.4319 -2.9652
H -3.2107 0.1459 -2.3025
C 0.6387 -0.4579 0.5133
C 0.0857 0.4251 -0.5664
H 0.0608 -1.3971 0.4618
H 0.3551 1.1320 1.7623
C 0.3115 0.0657 1.9739
```

Computed properties:
frontier orbital gap: 0.2503 hartree
HOMO energy: -0.127 Ha
charge: -1
spin multiplicity: 1



ii | Molecular formula: C5H12NO2
Method: DFT, wB97M-V/def2-TZVPD

```
20
C5H12NO2 wB97M-V/def2-TZVPD
H 0.7227 1.9223 2.3873
H -0.1258 1.7563 -2.2205
H -1.1226 -1.9980 2.5962
N -0.0916 1.4130 2.2273
H 0.6847 -2.1944 -1.6955
H 0.7036 2.6907 -0.0551
H -0.3074 -1.9337 0.8475
C 0.3080 1.0664 -1.5246
O -0.4557 -2.1653 -0.1123
H -0.5305 -0.3893 -2.7474
C -0.2498 1.1282 0.8779
H 1.2356 -1.0530 -0.4823
H -0.6621 0.1204 0.7303
H -0.1191 0.5389 2.7466
C 0.2306 1.7543 -0.1925
O -0.2317 -1.7850 2.3810
H -1.3403 -0.2282 -1.2524
C 0.3820 -1.4549 -0.9854
C -0.3628 -0.2957 -1.6892
H 1.3322 1.1070 -1.8370
```

Computed properties:
frontier orbital gap: 0.2810 hartree
HOMO energy: -0.137 Ha
charge: -1
spin multiplicity: 1



The most stable arrangement is ii, and the next structure is 79.9 kcal/mol less stable.



i | Molecular formula: C4H6F2
Method: DFT, wB97M-V/def2-TZVPD

```
12
C4H6F2 wB97M-V/def2-TZVPD
C 1.4921 0.9395 -1.1194
H -0.4598 -0.9762 -1.0815
H -0.8490 -0.4017 1.8710
F -1.6818 0.7418 -0.6419
C 0.6833 0.6749 -0.0139
H 2.2052 1.7224 -1.4991
C -0.6318 -0.2289 -0.2048
C -0.7939 -1.0393 1.0731
H 0.0575 -1.6571 1.2128
H -1.8550 -1.3822 1.0724
F 0.6166 1.7403 1.0736
H 1.2166 -0.1336 -1.7423
```

Computed properties:
frontier orbital gap: 0.4003 hartree
HOMO energy: -0.376 Ha
SMILES: C=C(F)[C@@H](C)F
spin multiplicity: 1



ii | Molecular formula: C4H6F2
Method: DFT, wB97M-V/def2-TZVPD

```
12
C4H6F2 wB97M-V/def2-TZVPD
C -0.0506 0.2210 -0.0160
H -0.4451 -1.8331 -0.3730
C -0.6687 1.3535 -0.3146
H -1.0214 -1.2272 1.1995
H -0.0869 2.2197 -0.5681
H 1.6009 -0.3533 1.2031
F -2.1644 -0.8517 -0.4008
H -1.7483 1.4132 -0.4574
H 2.0433 0.9590 0.0582
C -0.9017 -0.9828 0.1305
C 1.4463 0.0208 0.1642
F 1.9966 -0.9389 -0.6256
```

Computed properties:
frontier orbital gap: 0.4076 hartree
HOMO energy: -0.372 Ha
SMILES: C=C(CF)CF
spin multiplicity: 1



The most stable arrangement is ii, and the next structure is 52.7 kcal/mol less stable.



i | Molecular formula: C23H72N12O13
Method: DFT, wB97M-V/def2-TZVPD

```
120
C23H72N12O13 wB97M-V/def2-TZVPD
H -1.6726 5.4759 -2.5334
H -5.3511 0.1715 -1.7913
C 2.2317 0.6783 3.1545
H -1.3286 4.5033 -4.8577
C -0.1392 3.0606 -4.5094
N -3.7831 2.9698 1.7316
H -2.0699 3.0532 -3.9584
H 6.4471 -1.9601 -2.1621
H 2.4883 -1.2802 2.9530
C 1.8521 2.5322 -2.2262
H -0.5273 7.1875 -0.2982
C 6.2398 -2.7453 -1.4330
H -3.4515 -1.7358 3.6080
H -2.3059 1.9528 3.4754
O -2.6541 0.9876 -3.2437
C -0.7163 4.3362 -0.8957
H 2.1266 -3.2666 -0.8482
H 7.1877 -3.2436 -1.2393
H 2.7353 -3.7441 0.6668
H -0.5617 -0.8063 7.2614
H 6.6949 -1.2479 1.1742
H 0.1866 -0.7497 1.7022
H -0.9571 7.7187 -1.8636
H 0.2595 4.2702 -1.3955
H 1.6599 3.5278 -3.9890
H 4.0389 -0.7360 0.2944
H 0.5359 6.7210 -1.5679
C 0.9079 -1.2315 5.9164
H -5.6242 -0.5312 4.3310
O -2.4959 5.7966 -0.6484
C 1.2270 1.7166 2.6793
H 1.2913 -2.7513 -3.5934
H 2.3578 0.7728 4.2382
H -0.3697 -2.2282 -0.4628
H -0.7472 1.6348 -3.2084
H -3.7148 -0.6655 -4.7375
H 1.4209 2.7169 3.0576
H -3.2623 -5.4932 2.3910
O 6.6497 -1.2609 0.2133
O -2.4556 4.7760 1.9831
H 3.1769 -4.5929 -0.9043
H 0.4466 -4.3235 0.5660
H 0.2211 1.4379 2.9952
O 1.9321 -4.6347 -5.1665
N -4.4171 0.5247 -1.8926
H 2.8149 -1.7499 -3.7488
H 3.5362 -1.8033 -0.9699
H -4.6836 0.9385 4.1512
H -2.6492 0.7598 0.6005
C -0.1498 -1.2026 -0.7575
H 0.9295 -1.1148 -0.5790
C -3.6677 -0.7251 3.2503
H -4.2102 -0.3492 5.2870
H 3.2240 0.9770 2.8005
H -2.2312 5.8211 0.2772
H 0.4268 -1.0716 3.9407
O -0.7423 -0.7642 1.4276
O 1.5948 -6.0187 0.8196
H 5.5737 -3.4068 -1.9968
O -2.4455 -0.0094 3.3478
H -4.3689 -5.7490 1.0953
N -4.2542 -0.4730 -3.9111
N 0.3354 -1.2440 7.1361
H -4.1101 -0.7655 2.2533
C -1.3654 5.5913 -1.4977
H 3.5679 -4.0093 -4.0215
C 2.8459 -3.6463 -4.7577
O 0.9283 1.7329 -2.3590
H 0.7856 -5.2834 -0.9792
H -2.3430 0.6504 -1.2288
N -2.1745 2.9374 3.2888
H -4.1269 1.2351 -1.2424
H -1.5779 -4.0747 2.1418
H -5.1917 -0.7987 -3.7743
H -3.9681 1.9958 1.8933
H 3.4290 -3.2531 -5.5983
H 4.7389 -0.5464 -1.3387
H 3.2825 3.3043 -0.9497
H 2.2502 -5.4682 -4.8134
N 2.5706 2.6064 -1.0598
O 0.8010 3.5912 -5.1168
C 2.1035 -2.4123 -4.2390
C 1.1355 -4.9464 0.0002
H -1.9705 -0.0953 2.4904
N -0.0240 1.8800 -3.8630
C -4.6062 -0.1421 4.2913
H -4.3366 3.4258 1.0242
O 2.1175 -1.5123 5.8490
H 2.9385 4.1149 -3.0566
H 1.3074 1.6300 1.5954
H -1.2970 3.4345 -1.0834
H -2.8109 -0.7425 -0.2384
C -3.0779 -4.1513 0.8329
H 2.2015 2.0868 -0.2867
H -1.9016 -2.5407 1.4113
H 0.8845 1.4672 -3.7436
H 1.6126 -1.9552 -5.0983
H -0.8465 -0.7468 5.1161
H -0.3069 0.7989 0.2520
H 2.0162 -6.6686 0.2521
N 0.1031 -0.9855 4.8912
N 2.1725 3.4698 -3.1237
C 5.5927 -2.1524 -0.2051
C 2.3929 -4.1674 -0.2791
H -0.2029 -1.0727 -1.8384
O -3.4418 -3.7337 -0.2483
O 1.8339 -0.6052 2.7442
C -2.7639 3.6160 2.2656
C -0.8191 -0.1652 0.1620
C -0.5232 6.8652 -1.3429
H 5.2521 -2.7975 0.6063
H -1.6901 3.5366 3.9350
H -0.4188 4.3664 0.1529
N -1.3437 3.6424 -4.3335
C 4.4028 -1.2635 -0.5905
H 1.0077 -1.2824 7.8830
N -2.2141 -3.4701 1.6464
C -2.2484 0.1988 -0.2480
N -3.6011 -5.2321 1.4848
C -3.7149 0.3995 -3.0443
```

Computed properties:
frontier orbital gap: 0.2553 hartree
HOMO energy: -0.247 Ha
spin multiplicity: 1



ii | Molecular formula: C23H72N12O13
Method: DFT, wB97M-V/def2-TZVPD

```
120
C23H72N12O13 wB97M-V/def2-TZVPD
H -13.9830 13.3060 -7.0110
N -8.5980 12.5440 -10.2900
H -4.5590 16.1630 -5.7180
H -10.3410 20.8780 -7.8610
H -13.8230 11.3440 -4.3320
H -7.9980 11.4350 -5.8600
H -6.3820 16.6750 -5.0530
O -8.3900 17.6550 -2.8850
H -7.9520 21.6120 -2.6130
H -4.5010 15.6000 -7.9470
H -9.6320 19.7920 -11.0010
H -6.7960 20.2770 -6.6310
H -14.7880 16.7770 -10.5460
H -6.2640 15.2560 -7.4940
H -3.3150 17.8600 -6.8840
N -12.1090 12.9920 -3.6010
O -8.3370 14.3650 -8.7730
H -9.4310 16.9170 -4.8890
N -10.8370 15.3130 -3.0240
H -8.1020 18.1300 -6.8350
C -4.3280 18.0730 -6.6060
H -8.9870 17.1560 -7.8890
H -13.5910 17.7210 -11.3930
H -10.8010 14.3870 -9.2830
H -8.8910 12.7890 -6.4620
H -9.1540 18.2720 -12.2790
H -11.4130 13.6990 -3.2850
H -10.8360 12.9310 -10.3190
C -13.2020 13.6450 -7.6990
C -10.4720 15.6730 -6.2640
O -8.6220 20.0140 -4.8580
O -13.6770 13.7250 -9.0350
H -10.9450 15.9030 -3.8770
H -7.4190 17.9990 -12.1240
C -7.3170 16.7830 -2.6100
O -13.3610 18.2720 -5.9020
H -7.7110 15.6960 -9.6620
C -8.6230 16.9670 -10.8250
H -13.1830 11.0580 -5.8570
H -6.6190 16.6190 -10.5850
H -5.8440 21.2900 -5.5500
C -9.2140 16.4790 -5.8590
H -13.2010 14.4990 -9.5080
C -14.0770 17.5510 -10.5070
C -7.5350 19.9270 -9.3780
N -11.8650 17.6330 -4.1970
O -6.0240 17.2440 -5.6390
C -9.0230 17.5880 -6.9030
H -8.7120 20.5540 -7.2770
H -14.6700 18.4970 -10.3860
C -9.3580 20.9070 -8.1230
C -12.2110 18.4780 -5.1920
H -7.7540 15.7950 -4.2190
H -4.2130 18.7670 -5.8000
O -10.9830 12.5470 -5.5600
C -5.0810 16.7990 -6.3800
N -6.5720 16.8890 -1.5260
H -6.3490 21.7530 -3.3850
H -7.2300 19.5050 -10.3600
H -8.4050 14.9410 -6.5330
H -6.8190 13.0970 -7.3380
H -11.6440 16.5450 -10.0310
N -7.5440 16.5150 -10.2990
H -11.2470 16.3520 -6.6270
C -8.0660 12.4850 -5.8530
H -9.3520 19.0100 -9.1950
H -11.8340 18.8970 -9.7530
H -8.3370 12.9110 -4.8960
H -5.8400 16.2980 -1.2560
C -12.0900 12.4330 -4.7940
N -10.3280 13.5940 -9.6980
N -11.5100 19.4930 -5.2670
H -7.1330 17.5200 -0.8250
H -10.2950 15.0240 -7.1480
H -6.2590 15.0550 -3.4010
C -13.1060 17.3080 -9.3370
H -8.2630 19.1190 -4.7920
C -12.4070 18.5450 -8.8710
C -9.0610 13.5520 -9.6740
H -4.7100 18.6360 -7.4550
H -7.0000 20.1980 -2.7050
O -12.6020 16.3960 -1.7880
H -7.0710 19.2880 -8.6310
H -10.3160 14.0730 -0.7810
N -8.3590 17.7140 -11.8530
H -11.7310 14.8240 -0.0760
H -9.7610 18.3810 -6.7940
C -11.5040 15.5250 -1.8910
C -7.2540 21.1200 -3.2660
H -5.8610 16.6800 -8.4180
H -11.0550 17.7220 -3.5200
H -12.8880 12.8070 -2.9490
H -10.7720 14.9680 -5.4700
O -9.5660 20.4730 -10.3680
C -6.5720 20.4350 -5.5360
N -11.1120 14.6620 -0.9430
H -12.9730 14.6600 -7.3600
H -11.6740 18.3960 -8.0730
H -9.9420 14.8610 -2.9020
O -8.3720 15.5710 -5.8080
H -9.1270 21.9050 -8.4010
H -10.5940 19.6130 -5.0470
O -12.4670 16.2810 -9.5910
O -9.8880 16.7800 -10.3450
H -13.8940 17.1010 -8.5360
C -5.4410 16.0370 -7.6060
H -6.2060 19.4960 -5.2320
H -12.2820 13.0360 -7.6110
O -6.8510 13.0810 -6.3650
H -11.9280 20.2530 -5.7950
H -7.6460 12.3960 -10.0270
C -7.7380 20.8530 -4.7000
N -6.9920 15.8770 -3.4790
H -7.1090 20.9320 -9.3310
H -9.0010 11.8680 -10.9580
H -12.5040 16.8550 -4.0280
H -8.2060 21.8030 -5.1290
H -13.1010 19.3730 -8.4390
N -13.1150 11.5450 -5.0080
C -9.0270 20.0520 -9.3220
```

Computed properties:
frontier orbital gap: 0.3035 hartree
HOMO energy: -0.305 Ha
spin multiplicity: 1



The most stable arrangement is i, and the next structure is 156.6 kcal/mol less stable.



i | Molecular formula: C4H5ClS2
Method: DFT, wB97M-V/def2-TZVPD

```
12
C4H5ClS2 wB97M-V/def2-TZVPD
C -0.8083 -0.0242 0.2758
H -0.9808 -0.9804 0.7569
C 0.4324 0.4041 0.9774
Cl 2.7005 0.3249 -0.4557
C 1.2830 -0.4082 0.0556
C -0.0016 -0.2392 -0.9723
H 0.6457 1.5652 0.6310
H 1.2790 -1.4761 0.3198
H -2.5249 0.3278 -1.1477
H 0.6205 0.2310 2.0118
S -2.3281 0.6668 0.0552
S -0.3174 -0.3916 -2.5078
```

Computed properties:
frontier orbital gap: 0.3108 hartree
HOMO energy: -0.331 Ha
SMILES: S=C1[C@H](S)C[C@@H]1Cl
spin multiplicity: 1



ii | Molecular formula: C4H5ClS2
Method: DFT, wB97M-V/def2-TZVPD

```
12
C4H5ClS2 wB97M-V/def2-TZVPD
C -0.0091 -1.6883 0.7662
C -1.0381 -0.8036 0.4314
S 0.6956 1.1933 -2.1772
C 0.1779 1.6746 -0.6932
H -1.9837 -0.0009 -1.2285
C -2.0646 -0.9028 -0.5288
H -2.0147 -1.9738 -1.0806
H -0.1585 -2.8258 0.6371
S -0.6766 0.9982 0.7359
H 0.4047 2.6339 -0.2601
H -3.1972 -0.9541 0.0145
Cl 1.4265 -1.2720 1.4779
```

Computed properties:
frontier orbital gap: 0.3121 hartree
HOMO energy: -0.324 Ha
SMILES: C/C(=C/Cl)SC=S
spin multiplicity: 1



The most stable arrangement is i, and the next structure is 2.3 kcal/mol less stable.